No. 1
Formula: C5H9N4S
Source: OMol25
Level of theory: wB97M-V/def2-TZVPD

Output
Molar mass in g mol⁻¹: 157.2
ΔE to the lowest compared entry with this formula, charge and spin in kJ/mol: 129.2
Spin multiplicity: 1
E_tot in Ha: -812.8293
Net charge: +1
HOMO-LUMO gap in eV: 9.475

XYZ file:
```
19
Properties=species:S:1:pos:R:3:forces:R:3
H -2.061023 1.290470 0.056943 1.05 -2.10 -0.16
H -0.340617 -1.974754 -0.065123 -0.89 0.03 0.71
H 1.628763 -2.163497 -0.653993 0.04 1.50 0.46
H -1.032040 3.061961 -0.673408 0.14 -2.00 0.55
H 3.778510 1.628615 0.689505 -0.17 0.09 -0.21
H 0.444806 2.301620 -0.653989 -0.18 -0.39 0.24
N -1.009979 -1.243810 0.206885 2.24 -2.32 -0.35
C 1.087462 -0.090485 0.094939 -0.91 0.69 0.19
H -2.740054 -0.634057 0.720247 -1.63 0.75 0.95
N 1.767534 1.018300 0.494903 0.01 1.04 0.01
C 1.851703 -1.118475 -0.288372 1.69 -2.45 -1.01
C -0.402518 -0.078534 0.113239 0.78 -1.41 -0.36
N -1.071231 0.979649 -0.116639 -1.68 6.38 -0.49
H -2.909711 -1.598166 -0.800658 1.03 0.57 1.40
S 3.535842 -0.696103 -0.216786 -1.20 0.88 0.28
C -2.404831 -1.504444 0.244744 -0.81 0.79 -3.44
H -2.697466 -2.400622 0.694458 0.09 -1.17 1.33
N -0.462405 2.307147 -0.197650 -0.07 0.88 -0.23
C 3.037246 0.915183 0.350748 0.49 -1.77 0.14
```
Forces are in eV/Å.

---

No. 2
Formula: C5H9N5S
Source: OMol25
Level of theory: wB97M-V/def2-TZVPD

Output
Molar mass in g mol⁻¹: 171.2
ΔE to the lowest compared entry with this formula, charge and spin in kJ/mol: 0.0
Spin multiplicity: 1
E_tot in Ha: -867.2456
Net charge: +2
HOMO-LUMO gap in eV: 7.025

XYZ file:
```
20
Properties=species:S:1:pos:R:3:forces:R:3
H -1.285561 2.569987 -1.363447 0.00 -0.05 -0.03
C -0.596620 -1.473530 -0.454032 0.15 -0.44 -0.12
H -0.982858 -3.314681 0.882670 0.01 0.10 -0.05
H -3.698802 2.064068 -0.692293 -0.09 0.24 -0.21
H 1.167105 1.913580 -0.166942 0.16 -0.13 0.06
H -0.851909 -0.893310 -1.332017 -0.09 0.11 0.03
C -2.824861 1.593974 -0.286468 -0.12 -0.15 0.16
H 3.208743 0.725075 0.137335 -0.09 -0.03 0.09
H -1.326146 -0.252563 1.765976 0.22 -0.22 0.16
N -2.842035 0.696998 0.652949 -0.84 -0.31 0.10
C -1.565327 0.358563 0.919771 0.58 1.10 -0.09
H 3.181931 -0.990821 0.070617 -0.13 0.04 -0.07
C -0.733320 1.116948 0.102991 -0.69 -0.60 0.59
H 1.037014 -2.017879 0.672074 -0.09 0.07 -0.02
N 2.655567 -0.124612 0.104156 -0.18 -0.10 -0.03
N -1.552146 1.873853 -0.680046 0.41 0.12 -0.27
N 0.646682 -1.298759 0.068956 0.07 -0.28 0.17
C 1.344007 -0.095202 0.021442 0.22 0.26 -0.17
N 0.660912 1.038683 -0.065328 0.29 0.14 -0.21
S -1.630576 -2.758656 -0.167564 0.23 0.13 -0.10
```
Forces are in eV/Å.

---

No. 3
Formula: C5H9N6O
Source: OMol25
Level of theory: wB97M-V/def2-TZVPD

Output
Molar mass in g mol⁻¹: 169.2
ΔE to the lowest compared entry with this formula, charge and spin in kJ/mol: 401.9
Spin multiplicity: 1
E_tot in Ha: -599.2988
Net charge: +1
HOMO-LUMO gap in eV: 8.540

XYZ file:
```
21
Properties=species:S:1:pos:R:3:forces:R:3
H -0.470958 2.621525 -1.949669 -0.82 -0.52 1.14
N 0.106822 -0.054463 4.991105 1.48 1.88 2.43
O 1.222793 -1.151523 -1.118705 -0.98 -2.15 1.29
N 0.039047 -0.559129 3.910160 -1.77 -1.15 -0.91
H 2.070603 0.569898 -1.991188 0.72 0.44 0.07
N 0.992670 -1.318527 1.781787 -0.45 0.96 1.74
H -1.050330 2.145152 -0.154525 0.17 -0.26 -2.46
C 1.487415 1.408483 -1.635707 2.23 -1.64 1.52
H 1.034643 0.428225 5.286865 -0.88 -0.90 -0.91
H 1.062468 -1.840542 -0.372660 0.84 1.16 -1.39
H -3.094063 -3.526169 -0.966496 -1.14 -1.39 -0.41
N 0.263836 0.874008 -1.197227 -1.04 -0.87 -1.63
N -2.487890 -2.821949 -0.706523 4.32 4.81 1.37
H -1.722801 1.365692 -1.706985 -0.24 -0.16 0.11
H 1.421043 2.123844 -2.353967 -0.79 1.70 -2.50
N -1.095008 -0.829006 -0.766456 -0.27 -0.57 0.33
C -1.713824 -1.898222 -0.649374 -3.12 -3.53 -1.73
C -0.841032 1.805306 -1.267174 -0.17 1.45 1.68
C 0.126557 -0.434760 -1.128377 -0.35 1.69 2.03
C 0.704281 -0.857518 2.827228 1.53 -0.89 -2.53
H 1.943730 1.949677 -0.832110 0.72 -0.07 0.76
```
Forces are in eV/Å.

---

No. 4
Formula: C5H9N6O
Source: OMol25
Level of theory: wB97M-V/def2-TZVPD

Output
Molar mass in g mol⁻¹: 169.2
ΔE to the lowest compared entry with this formula, charge and spin in kJ/mol: 162.8
Spin multiplicity: 1
E_tot in Ha: -599.3898
Net charge: +1
HOMO-LUMO gap in eV: 9.892

XYZ file:
```
21
Properties=species:S:1:pos:R:3:forces:R:3
C -1.566852 -0.897603 -0.175847 2.32 -1.99 -1.15
H 0.181464 0.557545 5.138356 -0.15 -0.03 -0.57
H -1.221294 1.376217 0.384113 -2.28 -0.70 2.45
N -0.084713 0.842263 4.187088 -3.27 1.48 4.83
N 1.125310 0.233733 2.366002 -0.38 -0.88 -0.18
C 0.929953 -1.453040 -0.860702 -0.87 -3.01 -0.27
H 0.118721 2.544298 0.196404 0.23 -0.22 0.91
H 1.036806 -2.567489 -0.901606 -0.31 1.42 -0.14
N 2.022007 -0.662675 -0.965664 3.16 -3.31 -2.15
O -2.041128 -0.457642 0.814451 -1.09 1.08 1.44
C -0.456366 1.706955 -0.175841 2.76 2.30 -0.60
H 2.461217 1.316342 -0.525885 -0.84 0.00 -0.60
C 1.699858 0.555311 -0.744816 -0.86 3.58 1.27
H -1.482539 -2.274525 -1.710912 -0.32 0.60 0.53
H -2.763049 -2.411102 -0.650677 -2.13 -1.08 0.73
N 0.370329 0.614740 -0.524236 1.94 -1.10 -0.27
N -2.029036 -1.863857 -0.950647 0.56 -0.70 -1.95
H -0.842642 2.148150 -1.019647 -1.17 0.63 -2.43
C -0.141923 -0.663085 -0.602804 0.99 1.60 0.48
N 0.516820 0.397891 3.305351 3.79 -0.58 -4.15
H 2.929711 -0.995785 -1.472230 -2.08 0.93 1.82
```
Forces are in eV/Å.

---

No. 5
Formula: C5H9N6O
Source: OMol25
Level of theory: wB97M-V/def2-TZVPD

Output
Molar mass in g mol⁻¹: 169.2
ΔE to the lowest compared entry with this formula, charge and spin in kJ/mol: 213.0
Spin multiplicity: 1
E_tot in Ha: -599.3707
Net charge: +1
HOMO-LUMO gap (spin up / spin down) in eV: 9.215 / 9.216

XYZ file:
```
21
Properties=species:S:1:pos:R:3:forces:R:3
C -0.135179 0.535348 -0.064457 -0.12 -2.87 -0.06
H -1.608697 3.362813 -0.226175 0.24 -0.81 0.79
N 1.057298 -1.604440 0.078107 -0.84 -1.01 0.02
N -2.221857 1.341729 -0.010737 0.10 -0.14 0.36
N 1.182936 -0.349519 -0.040503 -1.52 5.89 0.92
C -1.506804 0.182971 -0.024893 2.33 1.87 0.67
H 4.125289 0.714914 -0.599686 -0.02 1.21 0.17
H 3.603811 -0.790811 -0.783343 -0.06 -1.41 0.59
C 3.529148 0.003877 -0.062469 -0.73 0.46 0.88
H -0.261473 -1.972031 0.086409 -0.49 -0.04 -0.07
N 2.142648 0.495120 0.050582 0.00 -1.24 -1.20
N -0.067651 1.884147 -0.085518 1.50 -1.33 0.23
O -1.457859 -2.138097 0.053149 1.50 -0.88 0.25
C -1.351000 2.310353 0.008580 -0.45 2.08 -1.59
H -4.036102 -0.182841 0.202780 2.53 -2.55 -0.86
H 0.894167 2.287304 -0.095201 -1.30 0.20 0.03
H -4.083064 -1.876645 -0.155872 1.12 -0.43 0.26
N -3.428471 -1.113922 0.005844 -5.19 3.16 0.91
C -2.146109 -1.089696 0.080923 0.97 -0.75 -1.11
H 3.927112 -0.042582 0.979480 0.05 -0.80 -0.96
H 1.841855 -1.957998 0.602991 0.37 -0.63 -0.22
```
Forces are in eV/Å.

---

No. 6
Formula: C5H9NO
Source: OMol25
Level of theory: wB97M-V/def2-TZVPD

Output
Molar mass in g mol⁻¹: 99.1
ΔE to the lowest compared entry with this formula, charge and spin in kJ/mol: 259.8
SMILES: C[C@H]1N[C@H]1CC=O
Spin multiplicity: 1
E_tot in Ha: -325.8386
HOMO-LUMO gap in eV: 10.617

XYZ file:
```
16
Properties=species:S:1:pos:R:3:forces:R:3
H 1.150607 0.502479 0.953867 0.23 0.08 -0.05
H 2.025749 1.057363 -0.471567 0.25 0.03 0.11
C -1.262940 0.019437 -0.188296 0.92 -0.44 0.14
C 1.331740 0.297527 -0.107215 0.11 0.26 0.05
C 0.049737 0.321185 -0.859610 0.39 -0.02 0.03
H -0.735410 0.636101 1.800853 -0.13 -0.16 0.00
C -1.488022 0.010640 1.306746 0.20 -0.13 -0.01
H -1.445312 -0.867656 -0.769646 -2.08 0.00 -0.22
H 0.129727 -0.108237 -1.865475 0.05 -0.14 0.43
H 3.000643 -1.104957 0.305770 -0.09 -0.03 -0.04
H -1.430200 -1.008121 1.697126 0.08 0.06 0.05
O 1.560108 -2.032852 -0.748390 0.14 0.55 0.26
H -2.462498 0.420793 1.612634 0.20 -0.12 -0.42
H -1.397921 1.546919 -1.640169 -0.07 -0.11 0.00
C 2.010313 -1.056921 -0.195158 -0.09 -0.13 -0.12
N -0.975168 1.326491 -0.747577 -0.14 0.30 -0.21
```
Forces are in eV/Å.